[1]
Entry from the OMol25 dataset: a molecular structure, C36H107B2N9O9Pt in a non-equilibrium geometry (wB97M-V/def2-TZVPD).

Each line ends with the Löwdin charge.
Element x y z (Å)
1 Pt -2.250 -0.604 -2.712  0.757
2 B -1.396 -3.513 -4.381  -0.120
3 H -1.044 -3.701 -3.378  0.065
4 H -2.450 -3.297 -4.305  -0.010
5 H -0.860 -2.639 -4.717  0.028
6 H -1.186 -4.344 -5.037  -0.011
7 B 0.011 -0.277 -0.119  -0.409
8 H 0.810 -0.444 0.588  -0.081
9 H -0.624 -1.148 -0.167  -0.111
10 H -0.440 0.643 0.220  -0.098
11 H 0.408 -0.075 -1.102  -0.115
12 C -4.199 0.701 -7.944  -0.082
13 C -3.315 0.514 -6.744  -0.416
14 C -2.234 1.677 -6.610  -0.171
15 O -1.504 1.503 -5.384  -0.204
16 C -0.562 2.533 -5.219  -0.120
17 N -4.171 0.431 -5.548  0.040
18 H -4.635 1.690 -7.800  0.075
19 H -5.035 0.003 -7.988  0.084
20 H -3.693 0.860 -8.896  0.083
21 H -2.875 -0.483 -6.790  0.130
22 H -2.676 2.639 -6.871  0.120
23 H -1.522 1.634 -7.435  0.118
24 H -1.147 3.448 -5.121  0.090
25 H 0.212 2.680 -5.973  0.086
26 H 0.042 2.347 -4.331  0.093
27 H -4.803 1.216 -5.612  0.071
28 H -4.809 -0.341 -5.675  0.068
29 C 1.667 -5.239 4.797  -0.043
30 C 1.366 -6.128 3.518  -0.409
31 C 0.588 -7.415 3.852  -0.190
32 O 1.384 -8.278 4.725  -0.191
33 C 0.664 -9.415 5.136  -0.135
34 N 0.589 -5.342 2.563  0.025
35 H 0.693 -5.135 5.275  0.067
36 H 1.923 -4.185 4.688  0.065
37 H 2.358 -5.701 5.502  0.069
38 H 2.283 -6.528 3.086  0.123
39 H 0.296 -8.032 3.002  0.116
40 H -0.380 -7.160 4.284  0.117
41 H 1.285 -10.004 5.811  0.086
42 H 0.440 -10.081 4.302  0.079
43 H -0.285 -9.181 5.618  0.084
44 H 1.084 -4.520 2.247  0.072
45 H 0.278 -5.804 1.720  0.066
46 C 5.111 6.289 2.963  -0.065
47 C 4.653 4.893 2.629  -0.439
48 C 3.599 4.288 3.666  -0.159
49 O 4.077 4.290 5.040  -0.186
50 C 4.901 3.172 5.269  -0.135
51 N 4.138 4.815 1.256  0.035
52 H 5.857 6.357 3.755  0.080
53 H 4.223 6.872 3.208  0.080
54 H 5.532 6.739 2.064  0.069
55 H 5.522 4.250 2.769  0.114
56 H 3.392 3.270 3.337  0.108
57 H 2.621 4.769 3.640  0.117
58 H 5.192 3.196 6.319  0.085
59 H 5.868 3.261 4.774  0.079
60 H 4.429 2.212 5.059  0.089
61 H 4.245 3.871 0.915  0.069
62 H 4.837 5.239 0.662  0.059
63 C -5.697 3.662 -0.049  -0.051
64 C -5.563 3.505 -1.606  -0.390
65 C -5.999 4.780 -2.299  -0.263
66 O -5.841 4.591 -3.681  -0.198
67 C -5.974 5.849 -4.331  -0.101
68 N -4.100 3.271 -1.927  0.053
69 H -6.730 3.741 0.290  0.070
70 H -5.199 4.607 0.166  0.071
71 H -5.241 2.852 0.520  0.075
72 H -6.237 2.765 -2.038  0.128
73 H -5.375 5.564 -1.870  0.128
74 H -7.064 4.962 -2.156  0.132
75 H -5.978 5.669 -5.406  0.086
76 H -5.101 6.446 -4.069  0.089
77 H -6.894 6.381 -4.090  0.087
78 H -3.494 3.751 -1.278  0.063
79 H -4.060 3.921 -2.699  0.039
80 C -4.077 -1.694 6.236  -0.088
81 C -3.344 -0.554 5.545  -0.422
82 C -2.051 -0.122 6.336  -0.162
83 O -2.498 0.615 7.526  -0.211
84 C -1.467 1.518 8.012  -0.098
85 N -3.004 -1.037 4.201  0.033
86 H -3.568 -2.656 6.298  0.073
87 H -5.050 -1.933 5.807  0.072
88 H -4.220 -1.449 7.289  0.072
89 H -4.055 0.272 5.527  0.135
90 H -1.422 0.561 5.765  0.106
91 H -1.468 -1.015 6.560  0.120
92 H -1.224 2.155 7.161  0.076
93 H -0.596 1.005 8.418  0.082
94 H -1.842 2.199 8.775  0.080
95 H -2.536 -0.270 3.740  0.066
96 H -2.295 -1.752 4.276  0.068
97 C -0.368 8.507 -0.735  -0.049
98 C -0.758 7.860 0.628  -0.458
99 C -1.961 8.452 1.417  -0.180
100 O -2.182 7.821 2.696  -0.196
101 C -1.184 8.105 3.679  -0.100
102 N -0.973 6.434 0.624  0.042
103 H -0.138 9.567 -0.629  0.071
104 H -1.170 8.532 -1.473  0.066
105 H 0.467 8.015 -1.233  0.072
106 H 0.132 7.996 1.243  0.107
107 H -2.788 8.228 0.743  0.120
108 H -1.972 9.542 1.456  0.118
109 H -1.408 9.145 3.917  0.083
110 H -0.139 8.143 3.369  0.076
111 H -1.211 7.511 4.592  0.089
112 H -1.229 6.118 1.549  0.068
113 H -0.007 6.187 0.463  0.075
114 C 5.074 -6.222 -4.650  -0.084
115 C 5.827 -4.908 -4.781  -0.446
116 C 6.790 -4.932 -5.975  -0.158
117 O 7.616 -6.137 -6.101  -0.201
118 C 8.675 -6.287 -5.170  -0.108
119 N 4.877 -3.798 -4.720  0.034
120 H 4.555 -6.531 -5.558  0.078
121 H 4.324 -6.298 -3.863  0.076
122 H 5.755 -7.064 -4.525  0.069
123 H 6.364 -4.926 -3.832  0.121
124 H 7.371 -4.010 -5.974  0.120
125 H 6.228 -4.913 -6.908  0.123
126 H 9.373 -5.454 -5.257  0.083
127 H 9.234 -7.199 -5.378  0.089
128 H 8.264 -6.273 -4.161  0.078
129 H 3.992 -3.945 -4.255  0.066
130 H 4.550 -3.651 -5.665  0.061
131 C -5.517 -4.875 -0.050  -0.061
132 C -6.420 -3.753 -0.627  -0.437
133 C -7.759 -3.761 0.109  -0.236
134 O -8.545 -2.782 -0.528  -0.174
135 C -9.680 -2.428 0.225  -0.120
136 N -5.699 -2.500 -0.477  0.045
137 H -5.432 -4.871 1.037  0.080
138 H -4.535 -4.798 -0.518  0.072
139 H -5.915 -5.830 -0.391  0.073
140 H -6.700 -3.967 -1.659  0.134
141 H -7.469 -3.595 1.147  0.122
142 H -8.306 -4.702 0.171  0.128
143 H -10.411 -3.233 0.301  0.084
144 H -10.182 -1.537 -0.153  0.086
145 H -9.464 -2.174 1.263  0.084
146 H -6.303 -1.694 -0.412  0.065
147 H -5.324 -2.470 0.461  0.072
148 C 6.391 -2.040 0.967  -0.072
149 C 6.884 -0.721 0.385  -0.440
150 C 8.166 -0.884 -0.415  -0.205
151 O 9.206 -1.368 0.428  -0.184
152 C 10.457 -1.327 -0.204  -0.132
153 N 5.776 -0.120 -0.408  0.041
154 H 5.518 -1.810 1.578  0.077
155 H 7.094 -2.505 1.659  0.074
156 H 6.262 -2.676 0.092  0.080
157 H 7.140 -0.142 1.272  0.133
158 H 8.520 0.061 -0.827  0.124
159 H 7.952 -1.646 -1.165  0.125
160 H 11.194 -1.683 0.515  0.086
161 H 10.743 -0.332 -0.545  0.084
162 H 10.605 -2.019 -1.033  0.083
163 H 4.946 -0.217 0.159  0.061
164 H 5.604 -0.668 -1.238  0.064

Multiplicity: 3
<S²>: 2.013
Orbital gap (spin up / spin down) in eV: 5.82 / 2.95
Calculated total energy in Eh: -2773.92460
ΔE to the lowest compared entry with this formula, charge and spin in eV: 9.1689

[2]
Entry from the OMol25 dataset: 3 unconnected molecules or ions with the total composition C19H25ClO7P (wB97M-V/def2-TZVPD).

Each line ends with the Löwdin charge.
Element x y z (Å)
1 C 1.984 -2.289 0.947  -0.123
2 O 1.816 -1.020 0.370  -0.242
3 C 0.611 -0.376 0.791  -0.248
4 C 0.416 0.848 -0.093  -0.168
5 C -0.399 2.020 0.494  -0.258
6 C -1.833 2.149 -0.026  -0.364
7 P -3.089 0.914 0.615  0.541
8 O -4.306 -0.247 1.191  -0.378
9 C -4.445 -1.383 0.403  -0.338
10 C -3.252 -1.417 -0.561  -0.819
11 Cl -3.706 -2.393 -2.052  0.512
12 O -2.921 -0.147 -0.876  -0.349
13 H 3.024 -2.588 0.808  0.088
14 H 1.350 -3.034 0.450  0.081
15 H 1.748 -2.290 2.020  0.087
16 H 0.699 -0.103 1.853  0.112
17 H -0.229 -1.072 0.714  0.101
18 H -0.044 0.553 -1.041  0.086
19 H 1.428 1.193 -0.328  0.098
20 H -0.407 1.960 1.594  0.101
21 H 0.156 2.931 0.246  0.086
22 H -1.805 2.108 -1.121  0.069
23 H -2.258 3.122 0.250  0.060
24 H -2.064 0.075 1.205  0.021
25 H -3.248 1.632 1.854  -0.006
26 H -4.143 1.650 -0.029  0.014
27 H -5.379 -1.363 -0.175  0.092
28 H -4.455 -2.294 1.020  0.106
29 H -2.421 -2.012 -0.157  0.078
30 C 0.583 -1.754 -2.520  0.043
31 C -0.184 -1.074 -3.370  0.035
32 C -0.301 -1.482 -4.791  -0.381
33 O -0.968 -0.861 -5.590  0.101
34 C 0.459 -2.688 -5.225  0.014
35 C 1.220 -3.368 -4.375  0.011
36 C 1.338 -2.955 -2.952  -0.369
37 O 2.037 -3.584 -2.182  0.092
38 H 0.720 -1.462 -1.488  0.090
39 H -0.751 -0.200 -3.071  0.118
40 H 0.351 -2.962 -6.267  0.115
41 H 1.786 -4.246 -4.664  0.114
42 C 2.110 3.366 4.018  0.018
43 C 2.137 3.802 2.762  0.022
44 C 2.630 2.938 1.659  -0.393
45 O 2.690 3.350 0.522  0.100
46 C 3.035 1.549 2.002  0.018
47 C 2.999 1.113 3.258  0.020
48 C 2.555 1.993 4.367  -0.386
49 O 2.550 1.606 5.517  0.094
50 H 1.759 3.973 4.843  0.118
51 H 1.803 4.791 2.475  0.122
52 H 3.332 0.922 1.170  0.120
53 H 3.282 0.106 3.536  0.122

Orbital gap in eV: 5.28
Net charge: -1
Calculated total energy in Eh: -2067.15295

> Which formula does entry 2 have?

C19H25ClO7P